No. 1
C36H87N3O9 | wB97M-V/def2-TZVPD

Output
Expectation value of S²: 0.755
Maximum force (hartree/bohr): 0.081
HOMO-LUMO gap (alpha / beta) (Eh): 0.25124 / 0.11006
HOMO (alpha / beta) (eV): -9.72 / -9.72

Structure (ORCA input):
```
! RIJCOSX wB97M-V def2-TZVPD def2/J DEFGRID3
* xyz 1 2
C 1.4203 -0.1021 4.1212
C 1.9135 1.3084 3.6525
C 1.1696 2.3613 4.5374
C 1.6448 3.8127 4.4936
C 3.1510 3.8149 4.6163
C 3.9134 2.8542 3.6471
N 3.3589 1.4622 3.7481
O 4.1095 0.5400 2.9940
C 3.7836 3.4545 2.1933
C 5.4111 2.8561 4.1810
C 1.5736 1.3259 2.1328
H 1.7417 -0.2713 5.1489
H 1.8965 -0.7995 3.4320
H 0.3420 -0.2573 4.0871
H 0.1506 2.4261 4.1560
H 1.2070 2.0848 5.5910
H 1.2494 4.3100 5.3792
H 1.2058 4.4196 3.7018
H 3.4594 3.6186 5.6432
H 3.5179 4.8304 4.4676
H 4.1243 2.7672 1.4189
H 2.8802 3.8333 1.7153
H 4.5280 4.2377 2.0496
H 6.0881 2.1722 3.6690
H 5.8671 3.8421 4.0919
H 5.6622 2.6992 5.2300
H 2.3196 0.8922 1.4668
H 1.3331 2.3508 1.8501
H 0.6326 0.8069 1.9501
H 4.6667 0.1073 3.6451
C 2.8824 1.5235 -4.8616
C 2.8964 2.6756 -3.8647
C 2.5187 3.9629 -4.7163
C 1.9788 5.1646 -3.8721
C 0.9183 4.7301 -2.8926
C 1.2316 3.4719 -2.0224
N 1.7795 2.4031 -2.8738
O 2.0166 1.2008 -2.1691
C 2.2477 3.8386 -0.9041
C -0.0961 2.8416 -1.5741
C 4.3011 2.9540 -3.2917
H 3.1940 0.6113 -4.3529
H 3.5000 1.8207 -5.7092
H 1.9932 1.4588 -5.4887
H 3.4041 4.3980 -5.1797
H 1.8794 3.7527 -5.5737
H 1.5070 5.8437 -4.5823
H 2.8275 5.7583 -3.5326
H -0.0121 4.7235 -3.4604
H 0.9445 5.6230 -2.2680
H 1.6787 4.5954 -0.3642
H 2.3900 3.0643 -0.1503
H 3.2666 4.1512 -1.1328
H -0.8373 3.5784 -1.2646
H -0.5692 2.4396 -2.4701
H -0.0189 2.1627 -0.7249
H 4.4596 2.4423 -2.3425
H 4.3564 4.0112 -3.0322
H 5.0935 2.6431 -3.9725
H 1.1925 0.7202 -2.2764
C -3.7883 1.0944 -1.7951
C -4.6847 -0.0292 -1.4980
C -4.0249 -0.7966 -0.3306
C -4.1376 -0.0949 1.0223
C -5.6349 0.0817 1.3088
C -6.4460 0.8616 0.2398
N -6.0542 0.3492 -1.1563
O -6.9518 0.5047 -2.2949
C -7.9623 0.4525 0.3644
C -6.2322 2.4051 0.2741
C -4.7271 -1.0640 -2.6728
H -4.1081 1.5966 -2.7082
H -2.7143 0.9220 -1.8646
H -4.0238 1.9712 -1.1918
H -4.4069 -1.7882 -0.0878
H -2.9659 -0.9851 -0.5070
H -3.6411 0.8726 1.0966
H -3.5179 -0.7581 1.6258
H -5.7288 0.5461 2.2905
H -6.0273 -0.9203 1.4821
H -8.4077 0.9556 1.2227
H -8.6205 0.7457 -0.4535
H -8.0106 -0.6212 0.5460
H -5.1871 2.6967 0.3777
H -6.7152 2.7659 -0.6340
H -6.7947 2.8653 1.0864
H -4.9901 -0.7696 -3.6888
H -5.4011 -1.9169 -2.5925
H -3.6829 -1.3283 -2.8400
H -6.6994 1.3865 -2.5785
C 2.0223 -2.6316 -0.9788
C 0.7783 -2.6814 -0.0292
O -0.4062 -3.0577 -0.7021
H 2.1216 -3.4954 -1.6361
H 2.9735 -2.6635 -0.4476
H 1.9833 -1.7513 -1.6205
H 0.4578 -1.7031 0.3287
H 0.9283 -3.3732 0.7997
H -1.0760 -2.8679 -0.0411
C -0.1189 -7.2965 0.7326
C 0.9830 -6.9135 -0.2694
O 0.3643 -6.0289 -1.1982
H -0.2636 -6.7058 1.6372
H 0.0906 -8.1993 1.3063
H -1.0914 -7.5570 0.3148
H 1.2110 -7.7838 -0.8848
H 1.9263 -6.5608 0.1476
H 0.3051 -5.1807 -0.7524
C -4.8500 -4.2595 1.6541
C -3.6972 -4.3817 0.7107
O -2.4637 -4.3404 1.3240
H -5.8213 -4.4653 1.2043
H -4.9634 -3.2121 1.9340
H -4.7619 -4.8484 2.5671
H -3.8238 -3.6175 -0.0562
H -3.7567 -5.3390 0.1930
H -1.8791 -4.9479 0.8649
C 1.0295 -4.7770 3.4438
O 1.3917 -5.8789 4.2519
H 1.8095 -4.0185 3.3782
H 0.9467 -5.1008 2.4063
H 0.0926 -4.2945 3.7220
H 1.3864 -5.5049 5.1361
C 0.1194 -3.0679 -4.1284
O 0.3452 -2.7097 -5.5200
H 0.9237 -3.6881 -3.7326
H -0.2504 -2.2585 -3.4990
H -0.7239 -3.7567 -4.0793
H -0.4460 -2.6882 -6.0633
C 5.2256 -0.8441 -1.1099
O 4.7259 -0.9219 0.1576
H 4.6329 -0.0927 -1.6315
H 6.2225 -0.4049 -1.1474
H 5.0620 -1.7838 -1.6375
H 5.3764 -0.6704 0.8173
*
```

No. 2
C27H46F3N2O10 | wB97M-V/def2-TZVPD

Output
Energy relative to the best compared isomer or geometry (same formula, charge and spin) (eV): 0.0000
Maximum force (hartree/bohr): 0.023
HOMO-LUMO gap (Eh): 0.13315
HOMO (eV): -1.64

Structure (ORCA input):
```
! RIJCOSX wB97M-V def2-TZVPD def2/J DEFGRID3
* xyz -1 1
C 3.6119 -0.6031 2.1813
C 4.8646 -1.4041 1.8121
C 4.9638 -1.5524 0.2883
C 4.1686 -2.7755 -0.2049
C 3.6592 -2.6237 -1.6414
C 2.5753 -1.5164 -1.7250
C 2.8335 -0.4367 -2.7912
C 3.3268 0.9250 -2.2904
C 2.5951 1.5482 -1.0977
C 1.0974 1.8395 -1.3187
C 0.1096 0.9047 -0.5910
N -1.2617 1.1552 -0.9420
C -1.9799 1.9045 0.0549
C -3.3050 1.1930 0.3826
C -4.2455 1.2238 -0.8218
C -5.3443 0.1561 -0.8194
N -4.8832 -1.1267 -0.2800
C -5.9760 -2.0470 0.0470
C -3.9478 -1.7499 -1.1936
C -2.6398 -2.1341 -0.5829
O -4.1866 -1.9121 -2.3755
H 3.7780 0.4474 1.9478
H 3.3528 -0.7108 3.2274
H 2.7976 -0.9645 1.5506
H 4.7949 -2.3995 2.2563
H 5.7605 -0.9216 2.2083
H 6.0116 -1.6770 0.0029
H 4.5832 -0.6633 -0.2169
H 3.3091 -2.9047 0.4593
H 4.7890 -3.6678 -0.0860
H 4.4909 -2.4423 -2.3233
H 3.1947 -3.5790 -1.8951
H 1.6292 -1.9966 -1.9732
H 2.4340 -1.0988 -0.7320
H 1.9498 -0.3178 -3.4177
H 3.6079 -0.8255 -3.4605
H 3.2043 1.6296 -3.1206
H 4.4037 0.8989 -2.0931
H 3.1046 2.4967 -0.8981
H 2.7508 0.9417 -0.2006
H 0.8916 2.8444 -0.9365
H 0.8400 1.8629 -2.3788
H 0.3572 -0.1266 -0.8961
H 0.2938 0.9722 0.5003
H -2.2199 2.9352 -0.2930
H -1.4300 1.9898 1.0124
H -3.7929 1.6640 1.2486
H -3.0177 0.1731 0.6136
H -4.7451 2.1994 -0.8039
H -3.6674 1.2019 -1.7459
H -5.7254 0.0169 -1.8428
H -6.1843 0.4983 -0.2133
H -6.9068 -1.5004 0.1793
H -5.7579 -2.5732 0.9798
H -6.1262 -2.8009 -0.7323
H -2.1853 -2.9579 -1.1267
H -1.9859 -1.2489 -0.6288
H -2.7793 -2.3655 0.4714
C -5.7729 -0.1239 -5.4941
C -6.3861 1.0618 -4.8021
O -7.4982 1.3707 -5.6318
C -7.8808 0.2105 -6.2372
O -8.9103 0.0541 -6.8032
O -6.9269 -0.7380 -6.0929
F -5.5515 2.1262 -4.7743
H -5.0763 0.1791 -6.2766
H -5.2732 -0.8068 -4.8098
H -6.7341 0.8479 -3.7904
C 0.8647 -1.5822 5.0146
C -0.3489 -0.7590 4.6411
O -0.3660 -0.8633 3.2361
C 0.2230 -2.0449 2.9007
O 0.1605 -2.5588 1.8408
O 0.8958 -2.5570 3.9700
F -0.2104 0.5421 5.0004
H 1.7736 -0.9780 4.9825
H 0.7796 -2.0635 5.9859
H -1.2936 -1.1337 5.0412
C 6.0841 3.7558 4.0722
C 4.6280 4.1596 4.0050
O 3.9759 2.9136 3.8681
C 4.7617 1.9664 4.4514
O 4.4105 0.8719 4.7199
O 6.0070 2.4625 4.6765
F 4.3622 4.9319 2.9260
H 6.5138 3.6688 3.0733
H 6.6926 4.4255 4.6742
H 4.2550 4.6629 4.8992
*
```

No. 3
C33H43AlGeN6O6 | wB97M-V/def2-TZVPD

Output
Energy relative to the best compared isomer or geometry (same formula, charge and spin) (eV): 1.0078
Maximum force (hartree/bohr): 0.013
HOMO-LUMO gap (Eh): 0.22293
HOMO (eV): -1.78

Structure (ORCA input):
```
! RIJCOSX wB97M-V def2-TZVPD def2/J DEFGRID3
* xyz -2 1
Al -0.3961 0.3184 1.0641
C -2.4040 0.8154 3.6192
C -1.4521 1.9148 3.2910
C -1.2614 3.1133 3.9363
C -0.2493 3.8039 3.2190
C 0.1197 2.9922 2.1704
C 1.1227 3.2750 1.0967
N -0.6136 1.8297 2.2122
H -2.8560 0.9919 4.5974
H -1.8868 -0.1427 3.6466
H -3.2107 0.7358 2.8833
H -1.7908 3.4493 4.8166
H 0.1524 4.7844 3.4283
H 0.6852 3.8756 0.3004
H 1.5045 2.3598 0.6451
H 1.9765 3.8198 1.5104
C 4.2159 -0.8348 3.8374
N 2.9166 -0.2029 3.7501
C 2.9115 1.2419 3.6059
C 1.8343 -0.9004 3.3174
C 1.9399 -2.4002 3.3247
O 0.8120 -0.3182 2.9764
H 4.5797 -1.1228 2.8470
H 4.1887 -1.7146 4.4809
H 4.9151 -0.1220 4.2744
H 3.5405 1.5408 2.7623
H 3.2900 1.7060 4.5199
H 1.8953 1.5849 3.4275
H 2.1349 -2.7797 4.3299
H 2.7412 -2.7125 2.6572
H 1.0020 -2.7980 2.9588
C -1.9738 0.3185 -6.3337
C -1.1062 1.1128 -5.3927
C -1.0023 2.4899 -5.5590
C -0.2501 3.2644 -4.6928
C 0.4248 2.6562 -3.6488
C 0.3307 1.2843 -3.4748
N 0.9919 0.6870 -2.3687
C 2.1681 0.0259 -2.4747
C 2.8253 -0.0284 -3.7257
C 4.0197 -0.6929 -3.8838
C 4.6274 -1.3368 -2.8084
C 3.9977 -1.2853 -1.5795
C 2.7886 -0.6217 -1.3767
C 2.2441 -0.6565 0.0233
O 2.8276 -1.3169 0.8793
O 1.2018 0.0718 0.2627
C -0.4414 0.4937 -4.3302
C -0.5593 -0.9806 -4.0641
H -2.2676 0.9307 -7.1869
H -2.8854 -0.0191 -5.8355
H -1.4585 -0.5675 -6.7093
H -1.5504 2.9637 -6.3656
H -0.2189 4.3402 -4.8039
H 0.9873 3.2383 -2.9313
H 0.5313 0.7440 -1.4669
H 2.3693 0.4757 -4.5674
H 4.4879 -0.7061 -4.8624
H 5.5645 -1.8651 -2.9297
H 4.4291 -1.7745 -0.7163
H 0.3129 -1.5197 -4.4480
H -1.4499 -1.4012 -4.5258
H -0.6206 -1.1708 -2.9937
N -2.9080 0.0026 -1.4216
C -2.2436 1.0903 -1.1608
O -1.1752 1.0479 -0.3885
C -2.6092 2.3824 -1.7128
C -1.8445 3.5472 -1.5440
N -1.2282 4.5274 -1.4815
C -3.7302 2.4726 -2.5562
N -4.6703 2.5207 -3.2366
H -3.6877 0.2179 -2.0368
H -2.5098 -1.7544 -1.1665
O -1.0293 -1.9368 -0.0427
O -2.0963 -2.5882 -0.7732
C -1.8904 -2.8076 4.2647
Ge -2.0459 -2.8933 2.2864
C -1.0152 -4.4608 1.6948
C -3.9437 -3.3624 2.0199
C -1.5472 -1.3501 1.1726
H -2.3832 -3.6909 4.6779
H -2.3859 -1.9259 4.6648
H -0.8582 -2.7973 4.6083
H -1.2587 -5.3313 2.3084
H 0.0588 -4.2868 1.7345
H -1.2789 -4.6618 0.6575
H -4.1754 -4.3181 2.4959
H -4.1431 -3.4317 0.9516
H -4.5959 -2.5975 2.4447
H -2.5081 -0.8721 0.9232
*
```

No. 4
C13H19F3N2O13 | wB97M-V/def2-TZVPD

Output
Energy relative to the best compared isomer or geometry (same formula, charge and spin) (eV): 3.6072
Maximum force (hartree/bohr): 0.161
HOMO-LUMO gap (Eh): 0.37724
HOMO (eV): -10.33
SMILES: NC(=O)O[C@@](N)(O)CCO.O=C1OC[C@@H](F)O1.O=C1OC[C@@H](F)O1.O=C1OC[C@@H](F)O1

Structure (ORCA input):
```
! RIJCOSX wB97M-V def2-TZVPD def2/J DEFGRID3
* xyz 0 1
N 2.3959 3.0121 1.7566
C 1.2091 2.5532 0.8838
O 1.5383 2.0079 -0.3005
O -0.1539 2.6925 1.4202
C -1.1028 3.1948 0.4113
N -0.5227 4.3315 -0.4262
O -1.4999 2.0126 -0.4073
C -2.3811 3.8441 1.2497
C -3.7209 2.8780 1.2512
O -3.4422 1.5904 1.9104
H 3.1075 2.2337 1.7992
H 2.8882 3.7845 1.2243
H -1.1423 4.5266 -1.2652
H -0.6352 5.1964 0.1667
H -2.2488 2.2433 -1.0320
H -2.7343 4.8737 0.7605
H -2.1115 4.0649 2.3911
H -4.0444 2.7208 0.1216
H -4.6302 3.4077 1.7852
H -3.8641 0.8358 1.4038
O -2.6140 -3.1098 0.6249
C -1.5896 -2.4859 0.4029
O -1.5418 -1.3171 -0.3065
C -0.2090 -0.8538 -0.2234
C 0.5507 -2.1041 0.0619
F 1.6374 -1.8451 0.8232
O -0.3527 -2.8719 0.8243
H -0.1305 -0.1171 0.5831
H 0.1016 -0.3831 -1.1600
H 0.8463 -2.6636 -0.8320
O 3.4722 4.4186 -5.3791
C 3.6783 3.4647 -4.6475
O 3.3430 2.1747 -4.9559
C 3.8643 1.3678 -3.9190
C 3.9752 2.3296 -2.7856
F 5.0152 2.0109 -1.9828
O 4.2634 3.5548 -3.4202
H 4.8339 0.9625 -4.2271
H 3.1917 0.5357 -3.6940
H 3.0613 2.4292 -2.1904
O 0.2476 -8.8324 1.2497
C -0.4416 -7.8980 1.6234
O -0.4566 -6.6681 1.0244
C -1.4704 -5.9227 1.6682
C -1.5832 -6.6040 2.9892
F -2.8500 -6.5421 3.4571
O -1.2846 -7.9493 2.6927
H -2.3929 -5.9819 1.0809
H -1.1831 -4.8723 1.7652
H -0.8868 -6.2308 3.7476
*
```

No. 5
C5H7N3O2 | wB97M-V/def2-TZVPD

Output
Energy relative to the best compared isomer or geometry (same formula, charge and spin) (eV): 3.2815
Maximum force (hartree/bohr): 0.105
HOMO-LUMO gap (Eh): 0.35093
HOMO (eV): -9.81
SMILES: N#CC1=NCCN1C=O.O

Structure (ORCA input):
```
! RIJCOSX wB97M-V def2-TZVPD def2/J DEFGRID3
* xyz 0 1
N -2.5897 1.1648 -0.0810
C -1.6787 0.4408 0.1877
C -0.2247 0.2779 0.3055
N 0.3925 0.6100 1.3642
C 1.8222 0.3933 1.1497
C 1.9907 0.1455 -0.3600
N 0.5995 -0.1040 -0.7718
C 0.2528 -0.6643 -1.9549
O -0.8903 -0.9397 -2.2872
H 2.1349 -0.4691 1.7567
H 2.3867 1.2661 1.4985
H 2.6198 -0.7208 -0.5889
H 2.3817 1.0278 -0.8834
H 1.1034 -0.7391 -2.6558
O -3.3502 -0.5957 1.4670
H -3.7369 0.3349 0.8797
H -3.2136 -1.4283 0.9740
*
```